Entry 1:
{
  "formula": "C2H6N2O",
  "method": "the ωB97M-V functional and the def2-TZVPD basis",
  "de_lowest_kj_mol": 249.1,
  "smiles": "CN/N=C/O",
  "species": ["C", "N", "N", "C", "O", "H", "H", "H", "H", "H", "H"],
  "positions_angstrom": [[1.62, 0.02, 0.25], [0.58, -0.78, -0.40], [-0.67, -0.79, 0.26], [-1.35, 0.18, -0.22], [-2.65, 0.32, 0.26], [1.76, -0.27, 1.29], [1.38, 1.08, 0.21], [2.57, -0.13, -0.28], [0.90, -1.75, -0.42], [-1.11, 0.95, -0.97], [-3.03, 1.17, 0.00]],
  "mulliken_charge": [-0.74, -0.24, -0.46, 0.16, -0.45, 0.31, 0.24, 0.30, 0.26, 0.27, 0.34]
}

=====

Entry 2:
{
  "formula": "C22H36AlBeBr2Cl5LiN2O15PS",
  "method": "the ωB97M-V functional and the def2-TZVPD basis",
  "species": ["C", "C", "C", "C", "N", "C", "O", "C", "P", "N", "O", "O", "C", "C", "C", "O", "C", "O", "C", "C", "O", "Cl", "H", "H", "H", "H", "H", "H", "H", "H", "H", "H", "H", "H", "H", "H", "H", "H", "H", "H", "Li", "O", "S", "O", "O", "O", "Al", "Br", "O", "C", "O", "C", "C", "C", "H", "H", "H", "H", "H", "H", "H", "H", "C", "C", "C", "O", "H", "H", "H", "H", "H", "H", "H", "Be", "Br", "C", "Cl", "Cl", "Cl", "Cl", "C", "C", "O", "O", "H", "H", "H"],
  "positions_angstrom": [[-3.18, -1.49, 0.03], [-4.23, -0.52, -0.38], [-4.08, 1.08, -0.67], [-5.12, 1.25, -1.97], [-4.62, 1.67, 0.65], [-3.55, 2.23, 1.61], [-3.69, 2.81, 2.80], [-2.19, 1.94, 0.70], [-0.54, 2.78, 1.15], [-0.36, 2.57, 2.78], [-0.48, 4.50, 0.89], [0.83, 1.90, 0.44], [-2.62, 1.79, -0.90], [-1.66, 0.87, -1.87], [-0.41, 1.65, -2.57], [-0.67, 2.13, -3.95], [-0.22, 0.99, -4.81], [-1.20, 0.32, -5.44], [-2.60, 3.29, -1.57], [-3.79, 4.30, -1.07], [-5.00, 4.44, -1.68], [-3.57, 5.45, 0.41], [-2.33, -1.33, 0.82], [-3.24, -2.57, -0.47], [-5.34, -0.96, -0.45], [-5.52, 0.22, -2.36], [-4.68, 1.92, -2.82], [-6.07, 1.81, -1.51], [-5.26, 1.03, 1.18], [-1.97, 0.81, 1.02], [0.52, 1.98, 2.91], [-0.97, 4.98, 1.65], [1.38, 2.52, -0.11], [-2.27, 0.34, -2.74], [-1.18, 0.04, -1.16], [0.05, 2.53, -1.96], [0.46, 0.84, -2.68], [0.90, 0.69, -4.94], [-1.58, 3.88, -1.39], [-2.74, 3.16, -2.75], [-6.89, -0.97, -2.25], [3.40, 0.32, 0.08], [3.14, -0.50, 1.27], [2.50, 0.32, 2.31], [4.41, -1.04, 1.79], [2.25, -1.62, 0.91], [-9.16, -2.05, -2.98], [-4.14, -3.38, 0.80], [4.10, -2.56, -2.25], [5.11, -3.01, -1.70], [6.30, -2.96, -2.33], [7.56, -3.27, -1.71], [7.84, -4.76, -1.78], [5.01, -3.71, -0.38], [7.61, -2.88, -0.68], [8.33, -2.74, -2.27], [7.09, -5.34, -1.23], [8.83, -4.99, -1.36], [7.81, -5.11, -2.81], [4.74, -4.76, -0.55], [4.23, -3.23, 0.21], [5.92, -3.66, 0.21], [-9.22, 3.38, 2.63], [-8.29, 2.87, 1.51], [-8.19, 3.93, 0.40], [-8.85, 1.79, 0.99], [-10.23, 3.60, 2.27], [-9.30, 2.66, 3.45], [-8.82, 4.31, 3.05], [-7.29, 2.81, 1.96], [-9.17, 4.17, -0.04], [-7.53, 3.61, -0.41], [-7.79, 4.87, 0.81], [-4.95, 3.76, 0.64], [5.22, -3.57, -4.24], [5.72, -0.61, 5.30], [5.61, 0.16, 6.91], [4.35, -0.09, 4.30], [7.25, -0.12, 4.52], [5.70, -2.38, 5.49], [10.77, -6.24, 1.82], [9.83, -5.37, 0.99], [10.28, -5.01, -0.13], [8.72, -5.12, 1.54], [11.71, -6.42, 1.30], [10.99, -5.74, 2.77], [10.29, -7.20, 2.02]],
  "mulliken_charge": [-1.37, -0.66, 1.37, -0.76, 0.17, 0.13, -0.56, 0.32, 0.87, -0.90, -0.50, -0.35, 0.85, -0.35, -0.15, -0.34, 0.24, -0.49, -0.72, 0.17, -0.47, -0.08, 0.51, 0.18, 0.14, -0.45, 0.23, 0.55, 0.43, -0.25, 0.28, 0.36, 0.30, 0.19, 0.29, -0.03, 0.32, 0.38, 0.47, 0.55, 0.60, -0.61, 1.43, -0.60, -0.51, -0.63, 0.32, -0.35, -0.52, 1.26, -0.43, -0.41, -0.73, -0.72, 0.34, 0.34, 0.24, 0.24, 0.34, 0.30, 0.03, 0.38, -1.47, 1.24, -1.17, -0.77, 0.35, 0.34, 0.32, -0.25, 0.43, 0.14, 0.22, 0.18, 0.07, 0.30, -0.13, 0.04, -0.12, -0.12, -0.97, 0.79, -0.75, -0.64, 0.28, 0.27, 0.26]
}

=====

| no. | LUMO energy (Ha) |
| --- | --- |
| 1 | 0.02742 |
| 2 | -0.19280 |